The following is a DFT calculation (ωB97M-V/def2-TZVPD) of an isolated molecule of C4H3Cl2N at a distorted geometry.

Last column: Löwdin charge in e.
Element x y z (Å)
C -2.295 -0.143 0.064  -0.247
C -0.825 0.499 0.063  -0.655
C 0.185 -0.341 0.042  -0.764
C 1.551 0.098 0.020  -0.121
N -3.201 -0.810 -0.115  0.129
Cl -0.702 2.254 0.158  0.672
Cl -0.249 -2.034 -0.190  0.704
H 2.134 -0.700 -0.596  0.119
H 1.932 0.166 1.073  0.118
H 1.472 1.012 -0.519  0.044

Its total charge is 0. The SMILES is C/C(Cl)=C(\Cl)C#N. The HOMO energy comes out at -10.1 eV. Its multiplicity is 1. The value obtained for the energy above the lowest of the compared OMol25 structures with the same formula, charge and spin is 160.2 kJ/mol.

=====

The following is a DFT calculation (ωB97M-V/def2-TZVPD) of the ion C4H3Cl2O3 with charge -1 at a distorted geometry.

Last column: Löwdin charge in e.
Element x y z (Å)
C 0.301 -1.879 -0.726  -0.650
C 0.395 -0.567 -0.772  -0.684
C -0.268 0.385 0.059  -0.586
C 0.067 1.694 0.788  -0.423
O -1.347 -0.236 0.734  -0.050
O -0.593 1.627 -0.488  0.004
O -0.704 1.825 1.855  -0.155
Cl 1.317 -2.925 -1.592  0.555
Cl 1.419 0.040 -2.002  0.682
H -0.372 -2.542 -0.003  0.120
H 1.115 1.984 0.745  0.132
H -1.330 0.593 1.403  0.054

Its total charge is -1. The SMILES is [O-][C@@H]1O[C@@]1(O)/C(Cl)=C/Cl. The HOMO energy comes out at -4.0 eV. Its multiplicity is 1. The value obtained for the energy above the lowest of the compared OMol25 structures with the same formula, charge and spin is 182.3 kJ/mol.

=====

The following is a DFT calculation (ωB97M-V/def2-TZVPD) of an isolated molecule of C4H3Cl2OPS at a distorted geometry.

Last column: Löwdin charge in e.
Element x y z (Å)
C -1.082 -1.618 0.424  -0.184
C -0.294 -0.634 1.022  -0.150
C -1.384 -1.360 -0.882  -0.440
C -0.364 0.476 0.179  -0.679
O -0.099 3.189 -0.537  -0.400
P 0.416 2.186 0.365  0.611
S -1.049 0.179 -1.404  1.047
Cl 2.644 1.761 0.166  0.017
Cl 4.466 0.903 -0.810  -0.090
H -1.136 -2.558 0.893  0.098
H -0.204 -0.554 2.110  0.124
H -1.913 -1.969 -1.526  0.047

Its total charge is 0. The HOMO energy (spin up / spin down) comes out at -8.3 / -9.9 eV. Its multiplicity is 3.

=====

The following is a DFT calculation (ωB97M-V/def2-TZVPD) of a structure of composition C4H3Cl3 at a distorted geometry.

Last column: Löwdin charge in e.
Element x y z (Å)
C 0.298 0.122 -0.042  -0.268
C 0.628 -0.734 -1.036  -0.638
C -0.686 -0.093 -1.028  -0.856
C 0.483 0.620 1.304  -0.015
Cl 1.627 -1.663 -1.955  0.797
Cl -2.554 -1.270 -0.099  -0.043
Cl -1.440 0.970 -2.081  0.703
H 1.522 1.062 1.618  0.134
H 0.419 -0.331 1.869  0.113
H -0.296 1.317 1.450  0.074

Its total charge is 0. The HOMO energy comes out at -9.5 eV. Its multiplicity is 1. The value obtained for the energy above the lowest of the compared OMol25 structures with the same formula, charge and spin is 224.7 kJ/mol.

=====

The following is a DFT calculation (ωB97M-V/def2-TZVPD) of a structure of composition C4H3CuO2 at a distorted geometry.

Last column: Löwdin charge in e.
Element x y z (Å)
O 1.289 -1.678 -0.292  0.162
C 0.134 -1.526 -0.033  -0.075
C -1.083 -1.169 0.278  0.015
C -1.442 0.249 0.061  0.037
C -0.545 1.259 0.174  -0.152
H -1.772 -1.907 0.692  0.153
H -0.856 2.272 -0.131  0.153
H -2.482 0.481 -0.169  0.140
Cu 2.107 0.063 0.314  0.670
O 0.744 1.141 0.388  -0.102

Its total charge is +1. The HOMO energy (spin up / spin down) comes out at -14.0 / -14.3 eV. Its multiplicity is 2. The value obtained for the energy above the lowest of the compared OMol25 structures with the same formula, charge and spin is 0.0 kJ/mol.

=====

The following is a DFT calculation (ωB97M-V/def2-TZVPD) of an isolated molecule of C4H3F3 at a distorted geometry.

Last column: Löwdin charge in e.
Element x y z (Å)
C -0.048 -0.103 0.026  0.020
C -0.815 1.017 -0.680  -0.088
C -0.097 1.281 0.546  -0.464
C 0.394 -1.502 -0.141  -0.068
F -1.551 1.437 -1.599  0.197
F -0.633 1.631 1.743  0.081
F 1.160 1.900 0.555  0.029
H 0.000 -2.133 0.652  0.068
H 1.561 -1.618 0.026  0.127
H 0.028 -1.910 -1.129  0.098

Its total charge is 0. The SMILES is CC1=C(F)C1(F)F. The HOMO energy comes out at -9.8 eV. Its multiplicity is 1. The value obtained for the energy above the lowest of the compared OMol25 structures with the same formula, charge and spin is 239.2 kJ/mol.

=====

The following is a DFT calculation (ωB97M-V/def2-TZVPD) of an isolated molecule of C4H3F3 at a distorted geometry.

Last column: Löwdin charge in e.
Element x y z (Å)
C -1.173 0.010 -1.125  -0.124
C -0.373 -0.797 -0.490  -0.024
C 0.634 -0.408 0.481  -0.280
C 0.890 0.785 0.993  -0.063
H -1.948 -0.262 -1.836  0.120
H -0.232 -1.854 -0.727  0.132
H 0.260 1.620 0.720  0.116
F -1.257 1.342 -0.856  0.009
F 1.374 -1.443 0.911  0.067
F 1.825 1.007 1.930  0.047

Its total charge is 0. The SMILES is F/C=C\C(F)=C\F. The HOMO energy comes out at -9.2 eV. Its multiplicity is 1. The value obtained for the energy above the lowest of the compared OMol25 structures with the same formula, charge and spin is 38.6 kJ/mol.

=====

The following is a DFT calculation (ωB97M-V/def2-TZVPD) of a structure of composition C4H3F3NO6S2Y at a distorted geometry.

Last column: Löwdin charge in e.
Element x y z (Å)
N 2.812 0.192 0.301  -0.384
S 1.823 0.242 1.697  0.698
O 2.755 -0.193 2.779  -0.462
O 0.702 -0.811 1.527  -0.651
S 2.391 -0.227 -1.121  0.604
O 0.917 -0.470 -1.328  -0.495
O 3.080 0.565 -2.141  -0.283
C 3.045 -1.945 -1.461  -0.698
F 2.507 -2.450 -2.562  0.141
F 4.362 -1.904 -1.617  0.156
F 2.767 -2.741 -0.439  0.136
Y -0.795 -0.770 0.041  1.772
C -2.757 2.304 0.816  -0.081
O -2.323 0.977 1.069  -0.317
C -3.013 -0.080 0.344  -0.324
C -4.280 -0.200 0.077  -0.249
O -5.397 -0.402 -0.270  0.133
H -2.142 2.963 1.441  0.102
H -2.639 2.541 -0.251  0.100
H -3.817 2.408 1.098  0.104

Its total charge is 0. The HOMO energy comes out at -8.9 eV. Its multiplicity is 1.

=====

The following is a DFT calculation (ωB97M-V/def2-TZVPD) of the ion C4H3F6O3P with charge -2 at a distorted geometry.

Last column: Löwdin charge in e.
Element x y z (Å)
C -1.599 -0.253 0.078  -0.090
C -0.163 0.047 -0.110  -0.286
C 0.493 0.716 1.213  -0.544
C 0.287 0.935 -1.233  -0.593
O 2.194 -1.220 0.100  -0.406
O 0.185 -2.529 0.937  -0.438
O 0.580 -2.203 -1.610  -0.453
F 0.122 0.160 2.338  0.144
F 1.799 0.957 1.262  0.110
F -0.028 2.057 1.338  -0.018
F -0.194 2.227 -0.959  0.026
F -0.257 0.692 -2.446  0.112
F 1.597 1.045 -1.285  0.154
P 0.836 -1.749 -0.180  0.081
H -1.838 -0.843 -0.736  0.058
H -2.148 0.648 0.239  0.058
H -1.865 -0.685 1.055  0.086

Its total charge is -2. The SMILES is CC(C(F)(F)F)(C(F)(F)F)P(=O)([O-])[O-]. The HOMO energy comes out at 0.2 eV. Its multiplicity is 1. The value obtained for the energy above the lowest of the compared OMol25 structures with the same formula, charge and spin is 0.0 kJ/mol.

=====

The following is a DFT calculation (ωB97M-V/def2-TZVPD) of an isolated molecule of C4H3FIN3O2 at a distorted geometry.

Last column: Löwdin charge in e.
Element x y z (Å)
C 0.063 -0.699 -1.097  -0.091
C -1.140 0.015 -1.233  -0.260
C 0.599 -0.210 0.234  -0.617
C -0.293 1.388 1.953  -0.005
N -1.348 0.848 -0.152  0.148
N -0.282 0.641 0.666  -0.240
N 0.742 -1.623 -1.881  -0.420
O 0.205 -2.074 -2.840  0.122
O 1.744 -2.082 -1.405  -0.030
F -1.945 -0.113 -2.267  0.139
I 2.347 -0.739 1.186  1.063
H -0.906 1.039 2.747  0.078
H 0.775 1.191 2.284  0.029
H -0.563 2.416 1.804  0.086

Its total charge is 0. The SMILES is Cn1nc(F)c([N+](=O)[O-])c1I. The HOMO energy comes out at -9.7 eV. Its multiplicity is 1. The value obtained for the energy above the lowest of the compared OMol25 structures with the same formula, charge and spin is 20.8 kJ/mol.

=====

The following is a DFT calculation (ωB97M-V/def2-TZVPD) of the ion C4H3FNO2S with charge -1 at a distorted geometry.

Last column: Löwdin charge in e.
Element x y z (Å)
C -1.180 -0.081 1.120  -0.532
C 2.308 1.456 2.210  -0.275
C 0.504 -0.160 -0.460  -0.425
C 2.759 0.931 1.120  -0.670
N -0.669 -0.705 0.039  -0.113
O 1.936 1.778 3.249  0.161
O -0.822 0.942 1.711  -0.101
F 3.770 1.414 0.288  -0.065
S 2.069 -0.667 0.805  0.829
H -2.199 -0.556 1.512  0.103
H 0.831 -0.670 -1.284  -0.004
H 0.851 0.963 -0.479  0.093

Its total charge is -1. The SMILES is O=C=C(F)SC/N=C\[O-]. The HOMO energy comes out at -3.8 eV. Its multiplicity is 1. The value obtained for the energy above the lowest of the compared OMol25 structures with the same formula, charge and spin is 120.2 kJ/mol.

=====

The following is a DFT calculation (ωB97M-V/def2-TZVPD) of a structure of composition C4H3FO at a distorted geometry.

Last column: Löwdin charge in e.
Element x y z (Å)
C 0.140 1.160 -0.824  0.083
C 0.413 -0.260 -1.048  -0.216
C -0.526 0.865 0.383  -0.455
C -0.268 -0.669 0.266  -0.007
O -1.049 1.503 1.272  0.080
F 1.236 -0.923 -1.725  0.189
H 0.341 2.076 -1.446  0.126
H -0.961 -1.389 0.141  0.068
H 0.430 -0.934 1.089  0.133

Its total charge is 0. The HOMO energy comes out at -9.7 eV. Its multiplicity is 1. The value obtained for the energy above the lowest of the compared OMol25 structures with the same formula, charge and spin is 131.5 kJ/mol.